(1)
Here is 9 unconnected molecules or ions with the total composition C76H158N8O10 from the OMol25 dataset. Energies are from the ωB97M-V functional and the def2-TZVPD basis.

For the energy relative to the best compared isomer or geometry (same formula, charge and spin), the calculation gives 71.9 kcal/mol. Its spin multiplicity is 1. The total charge is 0. Its SMILES is CC1(C)CCCC(C)(C)N1O.CC1(C)CCCC(C)(C)N1O.CC1(C)CCCC(C)(C)N1O.CC1(C)CCCC(C)(C)N1O.CC1(C)CCCC(C)(C)N1O.CC1(C)CCCC(C)(C)N1O.CC1(C)CCCC(C)(C)N1O.CC1(C)CCCC(C)(C)N1O.O=C1CCCO1. The calculation puts the total energy at -4180.502777 a.u.

```
252
Properties=species:S:1:pos:R:3:forces:R:3
C 2.650 -4.839 0.213 0.6 1.0 0.2
C 2.680 -5.327 1.653 0.1 -0.5 2.2
C 1.512 -6.338 1.938 0.4 0.3 -0.2
C 4.044 -6.154 1.930 -1.3 0.3 -1.8
C 5.315 -5.362 2.106 -1.2 0.0 -0.4
C 5.072 -4.419 3.231 1.1 1.3 1.4
C 3.858 -3.452 3.130 0.2 -1.0 0.5
C 3.607 -2.820 4.601 -0.3 -1.3 -1.3
C 4.195 -2.358 2.133 0.3 0.8 0.3
N 2.628 -4.242 2.738 2.8 -1.8 0.5
O 1.541 -3.413 2.782 -1.5 0.6 -0.7
H 2.955 -5.616 -0.489 -0.2 -0.1 0.0
H 1.730 -4.359 -0.121 -0.3 -0.3 0.2
H 3.387 -4.039 0.155 0.2 0.0 -0.3
H 1.563 -7.199 1.272 0.1 0.2 -0.4
H 1.538 -6.801 2.924 0.3 0.4 0.3
H 0.524 -5.893 1.820 0.0 0.2 -0.1
H 3.847 -6.905 2.696 0.2 0.1 0.0
H 4.203 -6.590 0.944 -0.3 -1.0 0.2
H 6.180 -6.024 2.155 0.0 0.0 0.6
H 5.466 -4.856 1.153 0.1 0.5 0.0
H 5.966 -3.816 3.390 0.1 0.7 -0.4
H 5.079 -4.873 4.222 -0.6 -0.9 -0.1
H 3.394 -3.598 5.334 -0.8 -0.5 -0.4
H 2.743 -2.171 4.456 0.3 0.3 0.6
H 4.441 -2.387 5.154 0.3 0.8 -1.0
H 3.327 -1.818 1.756 0.0 -0.1 0.0
H 4.806 -2.672 1.287 -0.2 -0.3 -0.1
H 4.811 -1.632 2.662 0.1 0.2 0.0
H 1.144 -3.642 3.625 -0.4 0.1 0.1
C 1.516 1.573 4.637 -0.4 0.5 0.4
C 2.010 3.076 4.550 -0.3 -0.8 -0.2
C 1.452 3.601 3.179 1.2 -0.9 0.3
C 1.388 3.954 5.635 0.5 -0.9 1.8
C 2.084 3.747 7.073 0.1 0.3 -1.9
C 3.610 3.918 6.944 -1.7 0.7 -0.3
C 4.205 3.108 5.817 2.6 -1.4 -0.1
C 5.650 3.689 5.574 -0.5 0.0 0.3
C 4.349 1.627 6.307 -0.9 -0.5 -0.8
N 3.508 3.197 4.551 -2.8 1.7 0.8
O 3.991 2.329 3.582 0.7 -0.5 -0.4
H 2.202 0.853 4.191 0.0 0.2 -0.3
H 1.249 1.172 5.614 0.4 0.4 0.5
H 0.546 1.545 4.140 0.0 -0.1 -0.4
H 0.416 3.928 3.269 0.1 0.1 0.0
H 2.113 4.366 2.773 -0.3 0.4 0.2
H 1.515 2.766 2.481 -0.3 0.2 -0.1
H 1.306 4.974 5.261 0.5 0.2 0.4
H 0.359 3.633 5.798 -0.2 -0.1 -0.3
H 1.653 4.429 7.805 0.1 0.0 0.0
H 1.887 2.729 7.411 -0.3 0.0 -0.1
H 4.060 3.624 7.892 0.3 0.1 -0.1
H 3.796 4.970 6.729 0.2 0.2 0.2
H 5.671 4.709 5.190 -0.7 0.2 0.1
H 6.263 3.173 4.835 -0.1 -0.6 0.4
H 6.100 3.733 6.565 0.5 -0.2 -0.2
H 4.576 0.980 5.461 0.7 0.1 0.0
H 3.383 1.207 6.587 -0.3 0.3 0.3
H 5.001 1.408 7.153 0.3 0.5 -0.2
H 3.874 2.875 2.801 0.4 -0.1 -0.4
C -2.613 3.379 2.673 0.0 -0.1 0.4
C -3.923 4.190 2.549 0.8 0.6 -1.0
C -4.202 4.210 1.003 -0.7 0.9 0.4
C -5.096 3.515 3.269 -0.4 0.2 -0.6
C -6.369 4.385 3.244 0.0 -0.6 0.4
C -6.062 5.713 3.907 -0.1 -0.1 -0.3
C -4.834 6.454 3.373 0.3 1.1 0.2
C -5.245 7.302 2.137 0.3 -1.0 0.9
C -4.455 7.482 4.489 0.2 -0.7 -0.4
N -3.707 5.553 3.130 0.9 -0.9 0.1
O -2.516 6.211 2.579 -1.4 -0.7 1.0
H -2.250 3.245 3.692 -0.2 0.2 0.3
H -2.745 2.374 2.273 -0.3 -0.1 -0.1
H -1.788 3.826 2.119 -0.2 0.2 -0.1
H -5.108 4.767 0.763 -0.2 0.0 0.2
H -3.428 4.765 0.473 0.3 -0.3 0.0
H -4.358 3.229 0.554 0.4 -0.2 0.1
H -5.206 2.581 2.717 -0.3 -0.2 0.2
H -4.880 3.278 4.311 0.3 0.0 0.0
H -6.871 4.470 2.280 0.7 0.3 -0.5
H -7.196 3.945 3.801 0.2 -0.4 0.4
H -5.957 5.606 4.987 0.0 -0.3 0.0
H -6.937 6.343 3.747 0.1 0.4 0.1
H -5.813 6.702 1.426 0.1 0.1 -0.2
H -4.287 7.639 1.740 -0.5 0.7 -0.5
H -5.885 8.081 2.551 0.2 0.3 -0.6
H -4.143 7.019 5.425 -0.3 -0.5 0.0
H -5.389 8.022 4.642 0.4 0.6 0.3
H -3.586 8.092 4.245 -0.4 0.4 -0.5
H -2.753 6.547 1.711 -0.2 0.0 -0.4
C -3.093 2.912 -2.827 -0.2 1.1 0.4
C -3.941 1.684 -2.725 1.9 -1.4 -0.7
C -3.852 0.995 -4.123 -0.5 -0.4 0.6
C -3.165 0.771 -1.667 -1.4 -1.1 -1.4
C -3.914 -0.533 -1.345 -0.7 1.9 0.3
C -5.276 -0.053 -0.791 0.4 -1.3 -0.1
C -6.101 0.830 -1.730 -0.6 -0.2 -1.0
C -6.837 -0.108 -2.761 0.2 0.7 -0.7
C -7.125 1.519 -0.888 -1.4 1.1 1.0
N -5.300 1.930 -2.323 0.0 0.3 1.3
O -6.080 2.736 -3.234 0.6 -1.2 -0.1
H -3.483 3.525 -3.639 0.4 0.2 -0.1
H -3.097 3.502 -1.910 -0.2 0.1 0.2
H -2.048 2.635 -2.966 -0.1 0.0 -0.4
H -2.870 0.611 -4.399 0.2 -0.1 0.4
H -4.554 0.170 -4.004 0.1 -0.2 -0.9
H -4.117 1.646 -4.956 -0.5 0.1 0.2
H -2.281 0.387 -2.176 0.6 0.9 0.2
H -3.003 1.291 -0.722 0.4 0.3 -0.2
H -4.039 -1.135 -2.245 0.0 -0.1 0.1
H -3.280 -1.062 -0.632 -0.4 -0.4 0.2
H -5.199 0.413 0.191 0.4 0.2 0.0
H -5.899 -0.933 -0.631 -0.2 0.0 0.2
H -6.225 -0.954 -3.074 0.0 -0.1 0.1
H -7.100 0.426 -3.674 0.3 0.3 -0.1
H -7.821 -0.473 -2.466 0.2 -0.1 0.8
H -7.856 2.101 -1.449 0.0 -0.2 -0.4
H -6.683 2.260 -0.222 0.5 0.0 0.0
H -7.716 0.897 -0.216 0.1 -0.6 -0.2
H -5.882 3.649 -3.011 0.1 0.0 0.4
C 4.383 -3.063 -3.165 0.6 0.0 0.5
C 5.391 -2.085 -2.506 0.5 -1.7 -1.1
C 6.356 -3.008 -1.783 0.6 0.7 1.9
C 6.197 -1.448 -3.649 -0.2 1.4 1.2
C 7.096 -0.361 -3.046 -0.4 0.4 -0.7
C 6.334 0.675 -2.274 -0.8 0.3 -0.2
C 5.432 0.138 -1.135 0.5 0.9 -1.2
C 6.255 0.085 0.121 0.9 -0.9 2.0
C 4.398 1.219 -0.894 -1.1 0.6 0.0
N 4.737 -1.027 -1.698 1.1 0.1 -1.1
O 3.685 -1.455 -0.894 -0.1 -0.5 0.4
H 3.923 -3.717 -2.424 -0.8 0.6 0.2
H 3.725 -2.581 -3.887 -0.3 -0.1 0.3
H 4.974 -3.825 -3.674 0.3 0.3 -0.5
H 6.903 -3.747 -2.369 -0.7 -0.2 -0.3
H 7.175 -2.436 -1.348 0.0 0.2 0.2
H 5.814 -3.408 -0.926 0.2 -0.6 0.0
H 6.893 -2.078 -4.203 -0.6 -0.7 0.1
H 5.420 -1.041 -4.295 0.4 0.4 -0.5
H 7.869 -0.783 -2.405 0.2 -0.1 -0.3
H 7.509 0.198 -3.886 0.7 -0.2 0.0
H 5.675 1.189 -2.974 -0.2 0.0 -0.2
H 7.027 1.449 -1.946 0.0 0.0 0.5
H 6.529 1.065 0.512 -0.4 0.4 -0.4
H 7.235 -0.392 0.130 0.0 -0.5 -0.8
H 5.758 -0.368 0.979 -0.4 -0.2 -0.1
H 4.884 2.180 -0.725 0.1 0.0 0.2
H 3.709 1.022 -0.072 0.3 -0.2 0.4
H 3.713 1.376 -1.728 0.2 -0.2 -0.5
H 2.934 -1.062 -1.344 -0.5 -0.1 0.0
C 0.742 -5.834 -4.249 0.4 -0.5 -0.2
C -0.191 -4.659 -3.927 -0.9 -0.8 0.6
C -1.153 -5.120 -2.779 -0.8 0.3 -0.1
C 0.649 -3.409 -3.514 -1.0 -0.2 0.2
C -0.174 -2.144 -3.411 -0.1 0.3 -1.1
C -0.788 -1.912 -4.770 -0.9 -0.8 0.0
C -1.728 -3.107 -5.241 -0.4 1.6 -0.5
C -3.083 -2.934 -4.479 0.4 0.1 0.1
C -2.061 -2.847 -6.748 0.2 -0.1 0.8
N -1.000 -4.384 -5.183 2.5 3.2 1.5
O -1.775 -5.417 -5.569 -1.4 -1.8 -0.1
H 1.061 -5.902 -5.289 -0.5 0.3 -0.3
H 1.718 -5.822 -3.763 -0.2 0.3 0.7
H 0.257 -6.776 -3.992 0.1 0.0 -0.1
H -0.719 -5.309 -1.797 0.5 0.1 -0.1
H -1.982 -4.429 -2.622 0.3 0.6 0.1
H -1.742 -6.008 -3.009 0.5 -0.4 -0.5
H 1.080 -3.475 -2.515 0.5 -1.0 -0.1
H 1.412 -3.328 -4.288 0.3 0.3 0.2
H -0.945 -2.153 -2.640 0.0 -0.4 0.2
H 0.435 -1.270 -3.177 0.3 -0.1 0.1
H 0.027 -1.758 -5.477 -0.1 0.0 -0.3
H -1.375 -0.997 -4.692 -0.3 0.0 -0.5
H -2.986 -2.630 -3.437 0.3 -0.4 0.2
H -3.746 -3.797 -4.533 0.1 0.0 -0.1
H -3.576 -2.062 -4.908 -0.2 -0.1 -0.3
H -1.118 -2.904 -7.292 -0.2 0.0 -0.3
H -2.531 -1.871 -6.867 0.3 0.2 0.0
H -2.803 -3.542 -7.140 0.2 -0.3 0.0
H -1.463 -5.643 -6.448 0.0 -0.2 -0.1
C 4.268 3.324 -7.049 0.3 -0.1 -0.2
C 3.211 2.183 -6.864 1.2 -0.1 1.1
C 3.462 1.195 -8.010 -1.9 -0.4 -0.9
C 3.449 1.429 -5.518 0.0 -0.3 -0.2
C 2.315 0.468 -5.090 0.3 1.3 -1.8
C 1.038 1.329 -5.052 0.5 -1.0 1.6
C 0.681 2.115 -6.322 0.3 -1.4 0.2
C 0.143 1.060 -7.347 -0.7 0.7 0.0
C -0.464 3.101 -5.966 0.2 0.3 -1.2
N 1.893 2.789 -6.799 -0.2 0.9 0.9
O 1.654 3.622 -7.913 -0.3 -0.5 -0.5
H 5.172 3.156 -6.463 0.1 -0.5 -0.2
H 4.515 3.351 -8.110 0.3 0.1 0.1
H 4.049 4.362 -6.796 -0.9 -0.2 0.3
H 3.279 1.727 -8.944 0.4 0.0 -0.2
H 4.360 0.582 -8.085 0.4 0.7 0.5
H 2.665 0.452 -8.007 -0.1 -0.2 0.1
H 4.332 0.803 -5.641 0.4 0.3 0.0
H 3.641 2.150 -4.724 0.0 0.1 0.1
H 2.242 -0.287 -5.872 -0.1 -0.3 0.0
H 2.627 -0.024 -4.170 -0.5 0.1 0.2
H 1.195 1.896 -4.135 -0.3 0.9 -0.2
H 0.197 0.692 -4.780 -0.3 0.0 -0.2
H 0.334 0.003 -7.163 0.7 0.1 0.1
H 0.465 1.358 -8.345 -0.1 -0.2 -0.1
H -0.945 1.100 -7.305 -0.2 0.1 -0.3
H -0.991 3.406 -6.870 0.1 0.0 -0.3
H -0.127 4.050 -5.548 0.2 -0.3 0.5
H -1.253 2.629 -5.380 0.4 -0.1 0.4
H 1.759 4.515 -7.577 0.0 0.1 0.1
C -2.579 -4.622 3.621 -1.3 -0.3 0.2
C -2.976 -3.323 4.430 1.0 1.0 -1.2
C -3.119 -3.537 5.915 0.4 -1.6 1.9
C -1.779 -2.355 4.158 0.6 -0.1 0.6
C -2.057 -0.892 4.408 -2.6 0.0 -1.0
C -3.392 -0.497 3.659 1.8 0.5 1.1
C -4.626 -1.329 4.073 1.2 0.8 -0.5
C -5.098 -1.010 5.532 1.0 -0.6 -0.3
C -5.645 -0.872 3.007 -0.8 -1.4 0.6
N -4.197 -2.729 3.835 0.4 0.7 -0.9
O -5.287 -3.628 3.832 0.0 0.0 0.2
H -3.447 -5.281 3.590 0.1 -0.3 0.5
H -2.365 -4.521 2.557 0.0 1.0 -0.1
H -1.712 -5.181 3.972 -0.1 0.2 0.7
H -3.032 -2.764 6.679 0.0 1.0 -0.9
H -4.024 -4.050 6.242 -0.3 -0.1 -0.6
H -2.324 -4.178 6.295 0.3 -0.5 -0.4
H -0.936 -2.611 4.801 -0.1 -0.5 0.6
H -1.288 -2.553 3.206 -0.7 0.3 -0.6
H -2.394 -0.720 5.430 1.1 0.0 0.4
H -1.243 -0.257 4.058 -0.1 0.1 0.5
H -3.182 -0.490 2.589 -0.5 -0.4 -0.2
H -3.569 0.548 3.915 -0.3 0.2 0.0
H -5.343 0.034 5.728 -0.6 0.0 -0.5
H -4.274 -1.159 6.231 0.1 -0.2 -0.1
H -5.852 -1.738 5.831 -0.4 0.4 -0.1
H -6.611 -1.322 3.239 -0.3 0.1 0.0
H -5.359 -1.283 2.039 0.2 0.3 -0.1
H -5.784 0.208 2.969 0.3 0.0 0.1
H -5.373 -3.746 2.883 -0.4 -0.4 0.0
O 0.508 1.098 -1.671 -0.1 -1.6 2.9
C 0.397 0.454 -0.615 -0.6 2.0 -1.0
C 0.288 0.909 0.888 0.6 1.0 -1.5
C -0.056 -0.321 1.636 -1.1 0.2 1.2
C 0.339 -1.402 0.714 0.7 -0.9 -0.2
O 0.206 -0.856 -0.590 -0.2 -0.4 -1.7
H 1.266 1.232 1.245 -0.1 0.6 -0.4
H -0.481 1.679 0.954 0.4 0.3 0.0
H 0.417 -0.340 2.619 0.1 -0.3 -0.1
H -1.131 -0.383 1.804 -0.1 0.1 0.0
H 1.408 -1.611 0.769 -0.2 -0.8 0.5
H -0.343 -2.249 0.788 0.6 -0.3 -0.1
```
Forces are in eV/Å.

(2)
Here is 19 unconnected molecules or ions with the total composition C52H77BFN18O4 from the OMol25 dataset. Energies are from the ωB97M-V functional and the def2-TZVPD basis.

Its spin multiplicity is 1. The total charge is -1. The calculation puts the total energy at -3438.775333 a.u.

```
153
Properties=species:S:1:pos:R:3:forces:R:3
C -0.373 -6.148 1.038 0.1 0.3 0.2
C 0.624 -5.025 1.173 0.2 0.2 0.2
C 1.381 -4.586 0.089 0.1 0.3 -0.1
C 2.269 -3.521 0.204 -0.3 -0.3 0.7
C 2.455 -2.879 1.428 0.3 -0.1 0.9
C 3.397 -1.698 1.608 0.2 0.1 -1.1
C 4.691 -1.847 0.775 0.0 0.3 0.3
C 2.657 -0.408 1.155 -0.7 -0.5 0.4
C 1.735 -3.344 2.539 -0.3 -0.4 -0.5
O 1.919 -2.795 3.787 0.0 0.0 -0.3
C 0.745 -2.201 4.354 0.0 0.1 0.2
C 0.820 -0.690 4.365 -0.9 -0.2 0.5
O 1.064 -0.127 5.624 0.4 0.2 0.0
B 0.940 1.321 5.267 0.6 -0.7 -0.2
F 0.741 2.109 6.413 -0.2 0.2 0.1
O -0.184 1.355 4.293 -0.4 0.3 -0.2
C -0.509 0.015 3.996 1.5 0.0 0.6
C -1.616 -0.446 4.945 -1.4 -0.4 -0.9
C -2.999 -0.419 4.301 -0.7 0.0 0.2
C -3.242 -1.378 2.999 1.8 0.3 0.7
O -3.072 0.195 3.134 0.6 0.1 -0.4
C 0.820 -4.397 2.398 0.3 0.2 -0.2
H 0.082 -7.002 0.540 -0.1 -0.1 -0.1
H -1.253 -5.825 0.485 0.0 0.0 -0.2
H -0.726 -6.441 2.024 0.0 -0.2 0.1
H 1.288 -5.076 -0.867 -0.2 0.0 -0.1
H 2.836 -3.195 -0.654 -0.1 0.0 -0.2
H 3.682 -1.606 2.650 -0.2 0.0 0.2
H 4.601 -2.538 -0.055 0.0 -0.1 0.0
H 5.558 -2.151 1.361 0.0 -0.2 0.1
H 4.939 -0.875 0.357 0.2 0.1 -0.1
H 2.773 0.428 1.840 0.3 0.1 0.0
H 2.912 -0.145 0.136 0.2 0.2 0.0
H 1.590 -0.635 1.140 -0.2 0.2 0.0
H 0.619 -2.578 5.368 0.1 0.0 0.1
H -0.135 -2.508 3.787 0.0 -0.1 -0.2
H 1.588 -0.374 3.656 0.1 0.0 -0.2
H 2.011 1.599 4.690 0.0 0.6 0.1
H -0.697 -0.150 2.937 -0.5 0.2 -0.1
H -1.695 0.269 5.759 0.3 -0.2 0.3
H -1.494 -1.470 5.293 0.2 0.1 0.5
H -3.840 -0.376 4.988 -0.2 0.0 -0.2
H -3.029 -1.382 1.930 -1.8 -0.4 -0.3
H -2.258 -1.857 3.229 0.4 0.4 -0.5
H 0.274 -4.713 3.278 0.0 -0.1 0.0
C 0.276 0.776 -1.836 0.0 -0.2 -0.1
C 1.302 -0.248 -1.992 -0.1 0.0 -0.1
N 2.113 -1.050 -2.104 0.0 -0.1 -0.2
H 0.739 1.728 -1.599 0.0 0.0 0.0
H -0.282 0.871 -2.768 0.0 0.0 0.0
H -0.405 0.505 -1.031 0.0 0.0 0.0
C 4.111 -7.383 -1.236 0.1 0.1 0.1
C 3.067 -6.805 -2.069 0.0 -0.1 0.1
N 2.250 -6.351 -2.734 -0.1 -0.2 0.0
H 5.020 -7.480 -1.827 0.0 0.0 0.0
H 4.301 -6.736 -0.378 -0.1 0.0 0.0
H 3.813 -8.366 -0.877 -0.1 0.0 0.0
C 5.231 -1.088 -3.293 0.1 -0.1 0.1
C 6.229 -1.276 -2.248 -0.1 0.0 -0.1
N 7.007 -1.448 -1.423 0.3 0.0 0.0
H 4.349 -1.687 -3.079 0.0 0.1 0.0
H 4.928 -0.046 -3.334 -0.1 0.1 0.0
H 5.640 -1.383 -4.257 0.0 0.0 0.0
C 3.460 1.082 -6.875 0.0 0.0 -0.1
C 3.052 1.415 -5.518 0.0 -0.1 -0.1
N 2.727 1.681 -4.452 0.0 0.1 0.2
H 2.859 1.644 -7.588 0.0 0.0 0.0
H 4.509 1.341 -7.013 0.0 0.0 0.0
H 3.332 0.014 -7.045 0.0 0.0 0.1
C 0.878 5.538 -0.580 0.0 0.0 -0.1
C 0.447 4.215 -0.148 0.0 0.2 0.2
N 0.147 3.186 0.260 -0.1 -0.1 -0.1
H 1.933 5.476 -0.848 -0.1 0.1 0.0
H 0.294 5.863 -1.440 0.0 0.0 0.0
H 0.751 6.254 0.230 0.0 0.0 0.0
C 2.376 -4.470 -5.090 0.1 0.3 -0.1
C 2.907 -3.152 -5.401 -0.1 -0.2 0.1
N 3.337 -2.114 -5.630 0.1 0.3 -0.3
H 1.371 -4.378 -4.684 0.0 0.0 0.1
H 2.346 -5.082 -5.986 0.1 0.1 0.1
H 3.003 -4.956 -4.348 -0.1 0.0 0.0
C -5.561 -2.921 0.364 0.1 -0.1 0.0
C -4.511 -3.917 0.183 -0.1 0.2 0.0
N -3.687 -4.700 0.042 0.1 -0.2 -0.1
H -5.123 -1.949 0.578 0.0 0.0 0.0
H -6.159 -2.853 -0.543 0.0 0.0 0.0
H -6.204 -3.205 1.192 0.0 0.1 0.0
C -7.030 0.947 -0.522 -0.1 -0.2 0.1
C -7.437 -0.103 0.402 0.1 0.1 -0.1
N -7.751 -0.925 1.137 -0.2 -0.1 0.1
H -7.841 1.651 -0.665 0.0 0.1 0.0
H -6.167 1.475 -0.124 0.0 0.0 0.0
H -6.762 0.506 -1.479 0.1 0.0 0.0
C -3.213 2.033 -3.104 0.1 -0.1 0.1
C -3.685 1.007 -2.182 0.1 0.2 -0.1
N -4.045 0.210 -1.442 -0.1 -0.2 0.1
H -4.004 2.746 -3.313 0.0 0.0 0.0
H -2.371 2.558 -2.657 0.0 0.0 0.0
H -2.894 1.574 -4.038 0.0 0.0 0.0
C -0.246 -6.780 -8.331 0.0 0.0 0.0
C 0.805 -6.922 -7.334 -0.1 -0.1 -0.1
N 1.632 -7.033 -6.549 0.1 -0.3 0.0
H -1.100 -7.395 -8.055 0.0 0.0 0.0
H -0.561 -5.740 -8.390 0.0 0.0 0.0
H 0.123 -7.097 -9.304 0.0 0.0 0.0
C 6.031 3.460 -2.283 0.1 -0.1 0.0
C 4.839 4.101 -1.755 0.1 -0.1 -0.1
N 3.896 4.600 -1.344 -0.2 0.2 0.1
H 5.755 2.838 -3.131 0.0 -0.1 0.0
H 6.746 4.215 -2.605 0.0 0.0 0.0
H 6.488 2.838 -1.514 0.0 0.0 0.0
C -5.739 5.452 -2.424 0.2 0.0 0.1
C -6.727 4.517 -1.921 0.0 0.0 0.0
N -7.496 3.774 -1.510 -0.3 0.0 -0.2
H -4.950 4.921 -2.964 -0.2 0.2 0.3
H -6.211 6.161 -3.103 0.0 0.0 0.0
H -5.302 5.990 -1.584 0.0 0.0 0.0
C -5.409 5.188 -6.881 0.0 0.0 0.0
C -4.570 4.962 -5.714 0.0 0.0 -0.2
N -3.910 4.781 -4.796 0.3 0.0 -0.1
H -6.269 4.522 -6.850 0.0 0.0 0.0
H -5.757 6.220 -6.891 0.0 0.0 0.0
H -4.839 4.995 -7.788 0.0 0.0 0.0
C 1.961 4.669 3.064 0.0 0.0 0.0
C 2.359 6.066 3.188 0.0 -0.2 0.0
N 2.669 7.166 3.277 0.0 0.2 0.0
H 0.877 4.582 3.119 0.0 -0.1 0.0
H 2.300 4.272 2.109 0.0 0.0 0.0
H 2.394 4.075 3.865 0.0 -0.1 0.1
C -5.311 3.369 3.050 0.0 -0.1 0.1
C -5.533 4.077 1.800 0.0 0.0 0.1
N -5.737 4.647 0.826 0.1 0.3 0.0
H -6.192 3.483 3.677 0.0 0.0 0.1
H -5.129 2.314 2.856 0.1 -0.1 0.0
H -4.446 3.788 3.561 0.0 0.0 0.0
C -7.770 6.974 3.264 0.0 0.0 0.0
C -7.717 5.896 4.242 0.0 0.0 -0.1
N -7.663 5.040 5.003 0.0 -0.1 0.1
H -8.429 6.694 2.445 0.0 0.0 0.0
H -8.144 7.880 3.736 0.0 0.0 0.0
H -6.774 7.158 2.868 0.0 0.0 0.0
C 3.648 3.221 7.637 -0.1 -0.1 -0.1
C 5.090 3.047 7.521 -0.2 0.0 0.0
N 6.224 2.908 7.433 0.2 0.0 0.0
H 3.353 4.170 7.193 0.0 0.0 0.0
H 3.120 2.415 7.124 0.0 0.1 0.0
H 3.362 3.215 8.687 0.0 0.0 0.0
C 6.210 -4.561 3.361 0.0 0.0 0.1
C 5.291 -5.095 2.368 0.1 0.2 0.1
N 4.567 -5.481 1.570 -0.1 -0.3 -0.2
H 6.001 -5.002 4.333 0.0 0.0 0.0
H 7.235 -4.788 3.075 0.0 0.0 0.0
H 6.087 -3.481 3.427 0.0 0.0 0.0
```
Forces are in eV/Å.